No. 1
C24H36Cl8N3O8 | the ωB97M-V functional and the def2-TZVPD basis

Bonds (Å) are listed after each position.
Atoms and positions in Å:
1 C -2.688 2.646 1.152  C2 1.548, H9 1.090, H10 1.090, H11 1.090
2 C -2.431 1.120 1.180  C1 1.548, N3 1.431, H12 1.090, H13 1.090
3 N -1.291 0.734 0.406  C2 1.431, C4 1.400, C7 1.385
4 C 0.040 0.924 0.795  N3 1.400, C5 1.384, H14 1.080
5 C 0.834 0.612 -0.294  C4 1.384, N6 1.367, H15 1.080
6 N 0.052 0.267 -1.360  C5 1.367, C7 1.394, C8 1.441
7 C -1.268 0.324 -0.917  N3 1.385, N6 1.394, H16 1.080
8 C 0.477 0.008 -2.712  N6 1.441, H17 1.090, H18 1.090, H19 1.090
9 H -2.200 3.264 1.907  C1 1.090
10 H -3.755 2.808 1.302  C1 1.090
11 H -2.405 3.028 0.171  C1 1.090
12 H -3.293 0.778 0.607  C2 1.090
13 H -2.505 0.621 2.146  C2 1.090
14 H 0.392 1.334 1.730  C4 1.080
15 H 1.904 0.548 -0.432  C5 1.080
16 H -2.139 0.127 -1.524  C7 1.080
17 H 1.045 0.866 -3.071  C8 1.090
18 H -0.349 -0.010 -3.422  C8 1.090
19 H 1.032 -0.923 -2.830  C8 1.090
20 C -3.357 -3.790 -3.261  C21 1.386, C26 1.445, H30 1.080
21 C -2.050 -3.329 -3.269  C20 1.386, C22 1.541, O29 1.301
22 C -0.797 -4.170 -3.580  C21 1.541, O23 1.286, C24 1.353
23 O 0.413 -3.737 -3.647  C22 1.286
24 C -0.951 -5.475 -3.905  C22 1.353, C25 1.437, H31 1.080
25 C -2.226 -6.136 -3.871  C24 1.437, C26 1.670, O28 1.250
26 C -3.567 -5.175 -3.613  C20 1.445, C25 1.670, O27 1.241
27 O -4.625 -5.819 -3.539  C26 1.241
28 O -2.402 -7.371 -3.953  C25 1.250
29 O -1.993 -2.061 -2.980  C21 1.301
30 H -4.242 -3.228 -3.000  C20 1.080
31 H -0.042 -6.007 -4.139  C24 1.080
32 C 4.536 0.388 -2.488  O33 1.215, O34 1.257, O35 1.233
33 O 4.290 0.674 -1.333  C32 1.215
34 O 5.577 -0.121 -2.976  C32 1.257
35 O 3.639 0.498 -3.325  C32 1.233
36 Cl 4.640 4.914 -1.919  C37 1.788
37 C 3.267 5.031 -0.780  Cl36 1.788, C38 1.486, H40 1.090, H41 1.090
38 C 2.387 3.859 -1.022  C37 1.486, Cl39 1.805, H42 1.090, H43 1.090
39 Cl 0.842 4.078 -0.115  C38 1.805
40 H 2.778 5.979 -1.004  C37 1.090
41 H 3.732 5.066 0.205  C37 1.090
42 H 2.807 2.926 -0.646  C38 1.090
43 H 2.139 3.808 -2.082  C38 1.090
44 Cl -9.338 2.684 -1.390  C45 1.847
45 C -8.388 3.473 -0.016  Cl44 1.847, C46 1.598, H48 1.090, H49 1.090
46 C -7.191 2.471 0.326  C45 1.598, Cl47 1.778, H50 1.090, H51 1.090
47 Cl -6.034 2.323 -1.015  C46 1.778
48 H -9.054 3.475 0.846  C45 1.090
49 H -8.108 4.480 -0.327  C45 1.090
50 H -7.526 1.457 0.545  C46 1.090
51 H -6.729 2.770 1.267  C46 1.090
52 Cl 1.716 -2.941 0.729  C53 1.812
53 C 2.808 -2.678 -0.694  Cl52 1.812, C54 1.504, H56 1.090, H57 1.090
54 C 4.271 -2.575 -0.360  C53 1.504, Cl55 1.781, H58 1.090, H59 1.090
55 Cl 4.921 -4.129 0.220  C54 1.781
56 H 2.503 -1.718 -1.109  C53 1.090
57 H 2.577 -3.398 -1.478  C53 1.090
58 H 4.347 -1.821 0.424  C54 1.090
59 H 4.830 -2.240 -1.233  C54 1.090
60 Cl 2.961 2.634 2.589  C61 1.785
61 C 4.571 2.024 2.115  Cl60 1.785, C62 1.537, H64 1.090, H65 1.090
62 C 4.673 0.495 2.231  C61 1.537, Cl63 1.725, H66 1.090, H67 1.090
63 Cl 4.857 0.076 3.894  C62 1.725
64 H 5.285 2.581 2.721  C61 1.090
65 H 4.736 2.305 1.075  C61 1.090
66 H 5.508 0.119 1.639  C62 1.090
67 H 3.757 0.070 1.823  C62 1.090
68 C -0.814 0.094 4.672  O69 1.245, N70 1.344, H73 1.101
69 O -0.531 1.306 4.625  C68 1.245
70 N 0.017 -0.877 4.258  C68 1.344, C71 1.436, C72 1.424
71 C -0.386 -2.255 4.232  N70 1.436, H74 1.090, H75 1.090, H76 1.090
72 C 1.335 -0.592 3.800  N70 1.424, H77 1.090, H78 1.090, H79 1.090
73 H -1.736 -0.296 5.129  C68 1.101
74 H -0.324 -2.685 3.232  C71 1.090
75 H -1.389 -2.430 4.622  C71 1.090
76 H 0.255 -2.752 4.960  C71 1.090
77 H 2.071 -0.887 4.548  C72 1.090
78 H 1.586 -0.870 2.776  C72 1.090
79 H 1.714 0.428 3.737  C72 1.090

energy: -5383.651026 Eh
charge: -3
E_HOMO: 2.62 eV
lowest unoccupied orbital energy: 4.0789 eV

No. 2
C24H36FO18 | the ωB97M-V functional and the def2-TZVPD basis

Bonds (Å) are listed after each position.
Atoms and positions in Å:
1 F -0.678 0.499 0.930  no bonds
2 C -0.524 3.346 5.198  C3 1.500, H9 1.090, H10 1.090, H11 1.090
3 C 0.860 3.791 5.566  C2 1.500, C4 1.498, O8 1.446, H12 1.090
4 C 1.883 2.987 4.824  C3 1.498, O5 1.441, H13 1.090, H14 1.090
5 O 2.509 4.005 4.018  C4 1.441, C6 1.347
6 C 1.939 5.221 4.129  O5 1.347, O7 1.247, O8 1.330
7 O 2.332 6.274 3.589  C6 1.247
8 O 0.953 5.125 5.016  C3 1.446, C6 1.330
9 H -1.298 4.009 5.584  C2 1.090
10 H -0.733 2.336 5.551  C2 1.090
11 H -0.597 3.338 4.111  C2 1.090
12 H 1.077 3.640 6.623  C3 1.090
13 H 1.424 2.210 4.214  C4 1.090
14 H 2.604 2.488 5.471  C4 1.090
15 C -3.562 -4.289 0.819  C16 1.536, H22 1.090, H23 1.090, H24 1.090
16 C -2.982 -3.909 -0.551  C15 1.536, C17 1.514, O21 1.438, H25 1.090
17 C -1.614 -4.511 -0.797  C16 1.514, O18 1.354, H26 1.090, H27 1.090
18 O -1.698 -4.882 -2.096  C17 1.354, C19 1.344
19 C -2.959 -4.873 -2.564  O18 1.344, O20 1.264, O21 1.313
20 O -3.314 -5.277 -3.708  C19 1.264
21 O -3.768 -4.503 -1.598  C16 1.438, C19 1.313
22 H -4.567 -3.867 0.861  C15 1.090
23 H -2.876 -3.989 1.611  C15 1.090
24 H -3.534 -5.346 1.081  C15 1.090
25 H -2.927 -2.820 -0.563  C16 1.090
26 H -1.404 -5.310 -0.086  C17 1.090
27 H -0.867 -3.729 -0.657  C17 1.090
28 C -3.681 1.033 -2.473  C29 1.567, H35 1.090, H36 1.090, H37 1.090
29 C -4.580 1.414 -1.248  C28 1.567, C30 1.513, O34 1.411, H38 1.090
30 C -4.306 2.709 -0.514  C29 1.513, O31 1.417, H39 1.090, H40 1.090
31 O -5.614 3.255 -0.524  C30 1.417, C32 1.304
32 C -6.485 2.540 -1.180  O31 1.304, O33 1.225, O34 1.293
33 O -7.646 2.867 -1.394  C32 1.225
34 O -5.899 1.532 -1.737  C29 1.411, C32 1.293
35 H -4.098 0.139 -2.937  C28 1.090
36 H -2.658 0.871 -2.135  C28 1.090
37 H -3.650 1.821 -3.225  C28 1.090
38 H -4.510 0.664 -0.459  C29 1.090
39 H -3.607 3.259 -1.143  C30 1.090
40 H -3.796 2.651 0.447  C30 1.090
41 C 0.751 -3.124 4.581  C42 1.564, H48 1.090, H49 1.090, H50 1.090
42 C 1.644 -3.352 3.318  C41 1.564, C43 1.504, O47 1.442, H51 1.090
43 C 3.123 -3.099 3.416  C42 1.504, O44 1.362, H52 1.090, H53 1.090
44 O 3.697 -4.243 2.951  C43 1.362, C45 1.298
45 C 2.818 -5.084 2.495  O44 1.298, O46 1.230, O47 1.336
46 O 3.090 -5.981 1.699  C45 1.230
47 O 1.607 -4.745 2.947  C42 1.442, C45 1.336
48 H 0.812 -3.990 5.241  C41 1.090
49 H -0.277 -2.969 4.254  C41 1.090
50 H 0.936 -2.189 5.111  C41 1.090
51 H 1.281 -2.668 2.551  C42 1.090
52 H 3.442 -3.084 4.458  C43 1.090
53 H 3.462 -2.232 2.849  C43 1.090
54 C 3.586 -3.901 -3.100  C55 1.492, H61 1.090, H62 1.090, H63 1.090
55 C 2.958 -2.617 -3.526  C54 1.492, C56 1.566, O60 1.381, H64 1.090
56 C 2.729 -1.619 -2.340  C55 1.566, O57 1.393, H65 1.090, H66 1.090
57 O 3.652 -0.615 -2.624  C56 1.393, C58 1.357
58 C 4.103 -0.741 -3.897  O57 1.357, O59 1.217, O60 1.318
59 O 4.747 0.108 -4.484  C58 1.217
60 O 3.708 -1.882 -4.424  C55 1.381, C58 1.318
61 H 4.472 -3.754 -2.483  C54 1.090
62 H 3.856 -4.397 -4.033  C54 1.090
63 H 2.920 -4.600 -2.594  C54 1.090
64 H 1.968 -2.773 -3.956  C55 1.090
65 H 2.822 -2.144 -1.389  C56 1.090
66 H 1.788 -1.069 -2.345  C56 1.090
67 C 0.624 3.840 -4.654  C68 1.525, H74 1.090, H75 1.090, H76 1.090
68 C 0.707 4.742 -3.427  C67 1.525, C69 1.467, O73 1.395, H77 1.090
69 C 1.241 4.174 -2.185  C68 1.467, O70 1.423, H78 1.090, H79 1.090
70 O 2.235 5.098 -1.757  C69 1.423, C71 1.387
71 C 2.367 6.136 -2.667  O70 1.387, O72 1.246, O73 1.336
72 O 3.105 7.136 -2.576  C71 1.246
73 O 1.528 5.845 -3.665  C68 1.395, C71 1.336
74 H 0.165 4.287 -5.536  C67 1.090
75 H -0.127 3.073 -4.464  C67 1.090
76 H 1.535 3.286 -4.879  C67 1.090
77 H -0.239 5.179 -3.109  C68 1.090
78 H 1.569 3.150 -2.367  C69 1.090
79 H 0.446 4.099 -1.443  C69 1.090

energy: -2390.331672 Eh
charge: -1
E_HOMO: -5.18 eV
lowest unoccupied orbital energy: 1.8480 eV
energy relative to the best compared isomer or geometry (same formula, charge and spin): 3.073 eV

No. 3
C24H36N2O4 | the ωB97M-V functional and the def2-TZVPD basis

Bonds (Å) are listed after each position.
Atoms and positions in Å:
1 C -2.096 -3.035 -1.294  O2 1.408, H31 1.092, H32 1.090, H33 1.093
2 O -0.843 -2.491 -1.639  C1 1.408, C3 1.364
3 C -0.528 -1.191 -1.373  O2 1.364, C4 1.392, C20 1.409
4 C 0.617 -0.749 -2.030  C3 1.392, C5 1.380, H34 1.079
5 C 1.110 0.529 -1.864  C4 1.380, C6 1.385, H35 1.079
6 C 0.460 1.399 -1.005  C5 1.385, C7 1.501, C19 1.388
7 C 0.922 2.816 -0.835  C6 1.501, O8 1.218, N9 1.353
8 O 0.492 3.711 -1.540  C7 1.218
9 N 1.821 3.028 0.155  C7 1.353, C10 1.445, C11 1.445
10 C 2.355 4.356 0.354  N9 1.445, H36 1.088, H37 1.092, H38 1.091
11 C 2.352 1.974 0.989  N9 1.445, C12 1.532, H39 1.095, H40 1.093
12 C 3.650 1.376 0.437  C11 1.532, C13 1.526, H41 1.092, H42 1.090
13 C 4.098 0.169 1.256  C12 1.526, C14 1.527, H43 1.093, H44 1.093
14 C 5.305 -0.533 0.636  C13 1.527, C15 1.534, C18 1.544, H45 1.095
15 C 5.872 -1.634 1.542  C14 1.534, C16 1.524, H46 1.089, H47 1.092
16 C 6.563 -2.581 0.569  C15 1.524, C17 1.527, H48 1.089, H49 1.091
17 C 5.567 -2.661 -0.586  C16 1.527, C18 1.537, H50 1.089, H51 1.091
18 C 4.980 -1.245 -0.695  C14 1.544, C17 1.537, H52 1.090, H53 1.090
19 C -0.692 0.980 -0.354  C6 1.388, C20 1.390, H54 1.079
20 C -1.208 -0.300 -0.518  C3 1.409, C19 1.390, O21 1.371
21 O -2.331 -0.752 0.126  C20 1.371, C22 1.418
22 C -3.129 0.139 0.887  O21 1.418, C23 1.533, C30 1.536, H55 1.100
23 C -4.083 -0.722 1.723  C22 1.533, C24 1.528, H56 1.090, H57 1.091
24 C -5.125 -1.411 0.843  C23 1.528, N25 1.448, H58 1.091, H59 1.094
25 N -5.836 -0.434 0.046  C24 1.448, C26 1.356, C29 1.442
26 C -7.132 -0.152 0.333  N25 1.356, C27 1.515, O28 1.216
27 C -7.787 0.948 -0.477  C26 1.515, H60 1.088, H61 1.088, H62 1.087
28 O -7.744 -0.773 1.181  C26 1.216
29 C -4.962 0.310 -0.827  N25 1.442, C30 1.531, H63 1.088, H64 1.097
30 C -3.934 1.094 -0.006  C22 1.536, C29 1.531, H65 1.091, H66 1.091
31 H -2.231 -3.097 -0.212  C1 1.092
32 H -2.095 -4.039 -1.718  C1 1.090
33 H -2.916 -2.461 -1.733  C1 1.093
34 H 1.108 -1.451 -2.686  C4 1.079
35 H 1.983 0.849 -2.412  C5 1.079
36 H 1.865 5.021 -0.355  C10 1.088
37 H 2.153 4.696 1.372  C10 1.092
38 H 3.432 4.371 0.179  C10 1.091
39 H 2.529 2.387 1.987  C11 1.095
40 H 1.605 1.181 1.075  C11 1.093
41 H 4.437 2.132 0.437  C12 1.092
42 H 3.478 1.070 -0.595  C12 1.090
43 H 3.272 -0.542 1.331  C13 1.093
44 H 4.352 0.493 2.268  C13 1.093
45 H 6.087 0.213 0.464  C14 1.095
46 H 6.546 -1.238 2.301  C15 1.089
47 H 5.055 -2.154 2.045  C15 1.092
48 H 6.776 -3.556 1.007  C16 1.089
49 H 7.502 -2.143 0.228  C16 1.091
50 H 6.035 -2.986 -1.514  C17 1.089
51 H 4.780 -3.374 -0.337  C17 1.091
52 H 5.423 -0.708 -1.533  C18 1.090
53 H 3.903 -1.288 -0.861  C18 1.090
54 H -1.182 1.684 0.300  C19 1.079
55 H -2.491 0.715 1.573  C22 1.100
56 H -3.509 -1.473 2.266  C23 1.090
57 H -4.587 -0.079 2.446  C23 1.091
58 H -5.858 -1.934 1.459  C24 1.091
59 H -4.634 -2.125 0.175  C24 1.094
60 H -7.765 0.712 -1.539  C27 1.088
61 H -7.293 1.902 -0.309  C27 1.088
62 H -8.822 1.025 -0.155  C27 1.087
63 H -5.528 0.986 -1.464  C29 1.088
64 H -4.432 -0.404 -1.470  C29 1.097
65 H -3.270 1.633 -0.683  C30 1.091
66 H -4.445 1.818 0.631  C30 1.091

energy: -1346.609453 Eh
E_HOMO: -8.30 eV
structure (SMILES): COc1ccc(C(=O)N(C)CCCC2CCCC2)cc1OC1CCN(C(C)=O)CC1
lowest unoccupied orbital energy: 0.5973 eV
energy relative to the best compared isomer or geometry (same formula, charge and spin): 0.384 eV